1.
{
  "formula": "C2H5ClO2PS3",
  "method": "ωB97M-V/def2-TZVPD",
  "homo_energy_ev": [-3.9, -4.3],
  "orbital_gap_ev": [6.157, 7.057],
  "total_charge": -1,
  "de_lowest_kj_mol": 32.9,
  "symbols": ["C", "C", "O", "O", "P", "S", "S", "S", "Cl", "H", "H", "H", "H", "H"],
  "positions_angstrom": [[-0.34960, -1.67975, -0.61357], [-0.26071, -0.21146, -0.72324], [-0.03500, 0.75873, 1.91918], [-0.41819, 2.33882, 0.03176], [-0.74867, 0.86948, 0.63694], [-2.73166, 0.60399, 0.51386], [2.86819, -0.06012, 0.97969], [2.35991, 0.43040, -0.88964], [-0.32688, -2.20641, 1.08266], [0.48706, -2.17136, -1.11867], [-1.28489, -2.05448, -1.04257], [-0.47054, 0.17588, -1.70983], [-1.01346, 2.56354, -0.68217], [1.92443, 0.64274, 1.61560]],
  "atomic_forces_ev_per_a": [[0.12, -0.53, -0.08], [1.64, 0.55, 0.03], [0.46, -0.13, 0.25], [0.44, 0.05, 0.07], [-1.42, 0.73, -0.38], [0.48, -0.05, -0.10], [0.64, -0.51, 0.41], [-1.82, -0.23, -0.52], [0.05, -0.57, 0.18], [-0.13, 0.11, 0.07], [0.09, 0.16, 0.03], [0.02, 0.13, -0.11], [-0.35, 0.03, -0.13], [-0.22, 0.25, 0.29]],
  "lowdin_charge": [-0.675, -0.414, -0.443, -0.260, -0.086, 0.143, 0.135, 0.053, 0.547, 0.063, 0.068, 0.057, 0.035, -0.223]
}

2.
{
  "formula": "C2H5ClOS",
  "method": "ωB97M-V/def2-TZVPD",
  "homo_energy_ev": -9.1,
  "orbital_gap_ev": 9.443,
  "de_lowest_kj_mol": 175.7,
  "symbols": ["O", "S", "Cl", "H", "C", "C", "H", "H", "H", "H"],
  "positions_angstrom": [[-0.73247, -0.27153, 1.93323], [-1.91959, 0.33885, 2.93952], [-2.48964, 2.11348, 2.24385], [-0.04032, 0.41916, 1.87226], [1.23504, -0.14875, -2.00309], [0.52622, -0.69287, -1.00976], [1.67646, -0.72204, -2.88422], [1.24411, 0.91424, -1.93143], [0.46187, -1.71379, -0.94322], [0.03832, -0.23675, -0.21715]],
  "atomic_forces_ev_per_a": [[-0.45, 1.35, 0.02], [0.59, -1.16, 0.48], [-0.07, 0.46, -0.58], [-0.09, -0.62, 0.25], [-0.69, -0.75, 0.09], [1.64, 0.10, -2.03], [-0.57, 0.94, 1.57], [0.56, 0.79, -0.78], [-0.29, -2.58, 0.00], [-0.63, 1.46, 0.99]],
  "lowdin_charge": [-0.542, 0.409, 0.100, 0.034, -0.057, -0.063, 0.079, 0.027, 0.019, -0.006]
}

3.
{
  "formula": "C2H5F2KOZn2",
  "method": "ωB97M-V/def2-TZVPD",
  "homo_energy_ev": [-23.0, -23.0],
  "orbital_gap_ev": [7.380, 7.345],
  "total_charge": 3,
  "de_lowest_kj_mol": 0.0,
  "multiplicity": 2,
  "symbols": ["Zn", "Zn", "K", "C", "C", "O", "H", "H", "H", "H", "H", "F", "F"],
  "positions_angstrom": [[1.68296, 0.43659, -0.62225], [3.45930, 2.78759, 0.46448], [-0.63024, 2.81316, 1.42227], [-1.18331, -1.87317, -0.42447], [-1.23925, -0.45251, -0.02374], [-0.03442, 0.10022, 0.40487], [-0.54694, -2.40246, 0.28474], [-0.86388, -2.15902, -1.42664], [-2.15531, -2.36193, -0.35789], [-1.88494, -0.39951, 0.85283], [-1.53294, 0.29236, -0.76336], [1.50702, 2.51265, -0.40180], [3.42196, 0.70604, 0.59098]],
  "atomic_forces_ev_per_a": [[0.52, 0.37, 1.54], [-0.86, -2.21, -0.55], [-0.56, 0.41, 0.32], [0.36, -1.62, -1.00], [0.42, -0.90, 2.17], [0.83, 0.58, -1.14], [0.05, 0.01, 0.12], [0.28, 0.46, -0.20], [-0.34, 0.39, 0.20], [-0.57, 0.56, -0.04], [-0.65, 0.45, -0.90], [1.78, -0.69, 0.73], [-1.25, 2.19, -1.26]],
  "lowdin_spin": [0.000, 0.000, -0.001, 0.046, 0.135, 0.701, 0.003, 0.004, 0.008, 0.015, 0.087, 0.004, -0.002]
}

4.
{
  "formula": "C2H5F2P",
  "method": "ωB97M-V/def2-TZVPD",
  "homo_energy_ev": -8.2,
  "orbital_gap_ev": 8.401,
  "de_lowest_kj_mol": 254.5,
  "symbols": ["C", "C", "F", "P", "F", "H", "H", "H", "H", "H"],
  "positions_angstrom": [[-1.41087, -0.32422, 0.34029], [-0.40294, 0.20062, -0.64345], [-0.38193, -0.62127, -1.74503], [1.31726, 0.20665, -0.04292], [1.30936, 1.37226, 1.02600], [-2.35021, 0.02428, -0.20597], [-1.43939, -1.31910, 0.43612], [-1.31012, 0.04858, 1.29255], [2.50578, -0.30861, 0.57922], [2.16306, 0.72081, -1.03680]],
  "atomic_forces_ev_per_a": [[-1.48, 3.24, -3.70], [2.12, -0.99, 1.41], [-0.63, 0.02, -0.87], [1.14, 1.31, -0.06], [-0.57, 0.31, 0.13], [0.57, -0.49, 1.34], [-0.08, -4.01, -0.06], [0.05, 1.53, 2.04], [-0.43, -0.92, 0.42], [-0.70, -0.03, -0.65]],
  "lowdin_charge": [-0.127, -0.446, -0.113, 0.839, -0.290, 0.114, 0.025, 0.044, -0.034, -0.012]
}

5.
{
  "formula": "C2H5F2PS",
  "method": "ωB97M-V/def2-TZVPD",
  "homo_energy_ev": [-9.7, -9.7],
  "orbital_gap_ev": [6.848, 6.899],
  "de_lowest_kj_mol": 324.1,
  "symbols": ["C", "C", "F", "F", "P", "S", "H", "H", "H", "H", "H"],
  "positions_angstrom": [[-1.50861, 0.11265, 0.50586], [-0.25732, -0.06774, -0.40812], [2.21125, -0.65785, -0.61587], [0.96975, -1.77110, 1.04697], [1.30677, -0.28505, 0.58099], [3.42970, 2.20156, -1.02127], [-1.47290, -0.63085, 1.41863], [-1.70922, 1.15083, 0.90291], [-2.39881, -0.09772, -0.20207], [-0.28308, 0.91045, -1.04052], [-0.28753, -0.86518, -1.16751]],
  "atomic_forces_ev_per_a": [[-1.21, -1.43, 0.15], [-0.16, 2.59, -0.34], [1.38, -0.46, -1.44], [-0.03, -0.26, 0.25], [-1.85, 0.80, 0.51], [-0.02, 0.02, 0.02], [-0.43, 1.37, -1.87], [0.76, -1.07, -0.46], [1.10, 0.04, 1.58], [0.78, -1.52, 0.99], [-0.32, -0.08, 0.61]],
  "lowdin_charge": [-0.198, -0.425, -0.311, -0.277, 0.741, 0.056, 0.086, 0.069, 0.085, 0.101, 0.072]
}

6.
{
  "formula": "C2H5F3N2",
  "method": "ωB97M-V/def2-TZVPD",
  "homo_energy_ev": -9.9,
  "orbital_gap_ev": 10.791,
  "de_lowest_kj_mol": 101.1,
  "symbols": ["N", "N", "C", "F", "F", "C", "F", "H", "H", "H", "H", "H"],
  "positions_angstrom": [[2.05489, 0.63828, 0.00435], [1.01406, -0.30330, 0.01668], [-0.39502, 0.15926, -0.07379], [-0.56453, 0.85007, -1.30779], [-0.51528, 1.15682, 0.83855], [-1.40541, -0.90460, 0.25120], [-2.59281, -0.47340, -0.29328], [1.90314, 1.35731, -0.88581], [2.04857, 1.17890, 0.80314], [1.17304, -0.95919, -0.73808], [-1.36424, -0.83694, 1.44796], [-1.35641, -1.86322, -0.06313]],
  "atomic_forces_ev_per_a": [[-0.59, 1.19, -5.44], [-1.90, -0.57, 0.18], [3.55, 1.42, -1.08], [-0.39, -1.23, 1.06], [-0.30, 0.00, 0.07], [-0.81, 3.41, 3.07], [-0.64, 0.29, 0.50], [0.51, -2.13, 2.97], [-0.25, 1.19, 2.10], [0.08, -0.10, 0.16], [-0.64, -0.45, -2.55], [1.36, -3.02, -1.05]],
  "lowdin_charge": [-0.007, -0.062, -0.499, 0.028, 0.075, -0.098, -0.014, 0.157, 0.028, 0.118, 0.183, 0.092]
}

7.
{
  "formula": "C2H5F3N3",
  "method": "ωB97M-V/def2-TZVPD",
  "homo_energy_ev": -12.6,
  "orbital_gap_ev": 3.677,
  "total_charge": 1,
  "de_lowest_kj_mol": 489.0,
  "symbols": ["C", "C", "N", "N", "N", "F", "F", "F", "H", "H", "H", "H", "H"],
  "positions_angstrom": [[-0.16712, -0.85635, -0.94553], [3.37742, 1.47062, -0.19265], [-1.18713, -0.30843, -0.72332], [0.95669, -1.04037, -1.37796], [-2.92147, -0.53072, 1.43896], [3.24223, 2.72960, -0.42411], [2.60421, 0.98500, 0.73262], [3.75794, 0.74641, -1.14480], [-2.15362, -0.73334, 2.06086], [1.20356, -1.37529, -2.29122], [-2.00864, -0.55239, -0.17471], [-3.79678, -0.99922, 1.48504], [-2.90728, 0.46451, 1.55683]],
  "atomic_forces_ev_per_a": [[0.79, 0.59, -2.04], [-5.13, 0.49, -1.25], [-1.67, 0.57, 0.70], [2.16, -0.34, 0.75], [1.83, 0.96, -0.65], [1.33, -2.43, 1.04], [3.12, 0.98, -1.92], [0.47, 0.72, 2.05], [-0.51, -1.41, 0.35], [-0.48, -0.35, -0.06], [-0.29, -0.19, 0.57], [-0.37, -0.16, 0.80], [-1.25, 0.56, -0.33]],
  "lowdin_charge": [-0.413, -0.207, 0.186, 0.086, 0.024, 0.370, 0.357, 0.408, 0.038, 0.061, 0.018, 0.037, 0.033]
}

8.
{
  "formula": "C2H5FIN",
  "method": "ωB97M-V/def2-TZVPD",
  "homo_energy_ev": -8.5,
  "orbital_gap_ev": 8.951,
  "de_lowest_kj_mol": 225.8,
  "symbols": ["C", "C", "N", "F", "I", "H", "H", "H", "H", "H"],
  "positions_angstrom": [[0.69915, -1.13718, -0.58606], [-0.02070, 0.79597, 0.11853], [-1.06553, 0.50567, 1.00137], [0.98440, 1.43603, 0.71582], [-0.69295, 1.84350, -1.63918], [1.21009, -1.58670, 0.22828], [-0.17432, -1.51443, -1.16097], [1.31252, -0.84003, -1.38472], [-1.47635, -0.38146, 0.77923], [-0.77631, 0.87864, 1.92770]],
  "atomic_forces_ev_per_a": [[-2.47, 3.78, -0.46], [0.43, -4.21, -1.47], [1.52, 1.81, 0.30], [0.03, 0.28, 0.13], [0.20, 0.13, -0.15], [-0.15, -0.64, 0.62], [0.21, -0.31, 1.40], [1.43, 0.57, -0.68], [-0.17, -0.14, 0.94], [-1.03, -1.28, -0.64]],
  "lowdin_charge": [0.012, -0.931, -0.001, -0.035, 0.737, 0.012, 0.034, -0.019, 0.076, 0.116]
}

9.
{
  "formula": "C2H5FN2",
  "method": "ωB97M-V/def2-TZVPD",
  "homo_energy_ev": -9.5,
  "orbital_gap_ev": 10.377,
  "de_lowest_kj_mol": 195.9,
  "symbols": ["H", "N", "C", "N", "C", "F", "H", "H", "H", "H"],
  "positions_angstrom": [[-1.83016, 1.03888, -0.19689], [-0.89004, 1.50993, -0.38577], [-0.09002, 0.55030, 0.03424], [1.36023, 0.80499, 0.15814], [-0.73788, -0.76108, 0.06508], [0.30871, -1.76054, 0.12173], [1.47081, 1.90911, 0.07957], [2.12291, 0.05464, -0.25289], [-1.60892, -1.00070, 0.97649], [-1.25699, -1.09694, -0.70446]],
  "atomic_forces_ev_per_a": [[0.86, 1.41, -0.78], [0.22, -2.22, 2.21], [1.28, 3.27, -2.41], [-1.13, -0.20, -0.94], [1.66, -2.89, 6.33], [-0.87, 0.54, 0.52], [0.19, -3.52, -0.23], [-2.95, 2.93, 1.37], [2.91, 1.06, -1.89], [-2.17, -0.39, -4.18]],
  "lowdin_charge": [0.056, 0.084, -0.468, 0.032, -0.142, -0.105, 0.131, 0.159, 0.196, 0.057]
}

10.
{
  "formula": "C2H5FN2O",
  "method": "ωB97M-V/def2-TZVPD",
  "homo_energy_ev": -10.2,
  "orbital_gap_ev": 11.043,
  "de_lowest_kj_mol": 45.3,
  "symbols": ["N", "N", "C", "O", "C", "F", "H", "H", "H", "H", "H"],
  "positions_angstrom": [[-2.12746, -0.79421, -0.01819], [-0.73050, -0.68048, 0.10369], [-0.05915, 0.51402, 0.00755], [-0.64932, 1.56929, -0.10672], [1.49245, 0.45664, 0.17987], [1.97381, -0.88994, -0.19625], [-2.30493, -0.22533, -0.87228], [-2.50252, -0.14014, 0.63889], [-0.21966, -1.50752, 0.44362], [1.96547, 1.16037, -0.50939], [1.89778, 0.66666, 1.19624]],
  "atomic_forces_ev_per_a": [[0.39, 1.21, -1.49], [2.03, -0.55, 0.50], [-0.17, -0.66, 1.17], [0.35, 0.09, -0.37], [0.38, -1.64, -0.62], [-0.73, 1.98, 0.72], [-0.18, -0.94, 0.23], [-0.47, 0.27, 1.09], [-0.57, 0.69, -0.63], [-0.25, -0.16, -0.02], [-0.78, -0.29, -0.59]],
  "lowdin_charge": [0.042, -0.049, -0.466, 0.053, -0.021, -0.119, 0.100, 0.066, 0.147, 0.117, 0.130]
}

11.
{
  "formula": "C2H5FN2S2",
  "method": "ωB97M-V/def2-TZVPD",
  "homo_energy_ev": -8.8,
  "orbital_gap_ev": 9.099,
  "de_lowest_kj_mol": 16.7,
  "symbols": ["F", "C", "C", "N", "S", "N", "S", "H", "H", "H", "H", "H"],
  "positions_angstrom": [[-1.76137, 1.16731, -1.81664], [-0.79269, 1.66851, -0.94442], [0.04233, 0.50394, -0.48636], [1.29426, 0.67654, -0.30803], [2.24582, -0.57640, 0.21976], [-0.74164, -0.62968, -0.15385], [-1.08023, -0.93231, 1.55323], [-1.28476, 2.16893, -0.11309], [-0.16017, 2.37606, -1.49019], [1.42647, -1.61405, 0.32308], [-1.64845, -0.54961, -0.61228], [-0.49642, -2.11047, 1.69238]],
  "atomic_forces_ev_per_a": [[-0.20, 0.25, 0.04], [0.78, 0.11, -0.70], [-0.18, 0.55, 1.03], [-1.26, -0.55, -0.46], [1.29, 0.14, 0.35], [-0.23, -0.31, 0.45], [0.04, 0.89, -0.71], [-0.17, -0.06, 0.09], [-0.22, -0.07, 0.10], [-0.54, -0.28, -0.06], [0.36, -0.19, 0.03], [0.32, -0.49, -0.15]],
  "lowdin_charge": [-0.059, -0.131, -0.550, -0.337, 0.745, -0.357, 0.740, 0.124, 0.124, -0.183, 0.057, -0.173]
}

12.
{
  "formula": "C2H5FO",
  "method": "ωB97M-V/def2-TZVPD",
  "homo_energy_ev": -10.4,
  "orbital_gap_ev": 8.419,
  "de_lowest_kj_mol": 492.5,
  "symbols": ["C", "C", "H", "H", "H", "H", "H", "O", "F"],
  "positions_angstrom": [[-0.49421, 0.19704, 0.21631], [0.89280, 0.25117, -0.40203], [-1.53092, -1.69352, 0.72144], [-0.81748, 1.29111, 0.48691], [-0.30708, -0.29066, 1.28059], [1.03844, 1.36697, -0.16750], [0.80024, 0.17298, -1.50686], [-1.37281, -0.56971, -0.55868], [1.79102, -0.72539, -0.07017]],
  "atomic_forces_ev_per_a": [[1.33, -0.19, 3.14], [-1.62, 2.59, -1.68], [-0.26, 2.68, -4.33], [0.00, -1.88, -0.99], [-0.23, 1.43, -1.94], [1.89, -1.66, -0.06], [-0.11, 0.25, 0.54], [-1.06, -3.60, 4.43], [0.06, 0.38, 0.90]],
  "lowdin_charge": [-0.411, -0.256, 0.353, 0.131, 0.117, 0.126, 0.125, -0.153, -0.031]
}

Copy entry 5 word for word.
{
  "formula": "C2H5F2PS",
  "method": "ωB97M-V/def2-TZVPD",
  "homo_energy_ev": [-9.7, -9.7],
  "orbital_gap_ev": [6.848, 6.899],
  "de_lowest_kj_mol": 324.1,
  "symbols": ["C", "C", "F", "F", "P", "S", "H", "H", "H", "H", "H"],
  "positions_angstrom": [[-1.50861, 0.11265, 0.50586], [-0.25732, -0.06774, -0.40812], [2.21125, -0.65785, -0.61587], [0.96975, -1.77110, 1.04697], [1.30677, -0.28505, 0.58099], [3.42970, 2.20156, -1.02127], [-1.47290, -0.63085, 1.41863], [-1.70922, 1.15083, 0.90291], [-2.39881, -0.09772, -0.20207], [-0.28308, 0.91045, -1.04052], [-0.28753, -0.86518, -1.16751]],
  "atomic_forces_ev_per_a": [[-1.21, -1.43, 0.15], [-0.16, 2.59, -0.34], [1.38, -0.46, -1.44], [-0.03, -0.26, 0.25], [-1.85, 0.80, 0.51], [-0.02, 0.02, 0.02], [-0.43, 1.37, -1.87], [0.76, -1.07, -0.46], [1.10, 0.04, 1.58], [0.78, -1.52, 0.99], [-0.32, -0.08, 0.61]],
  "lowdin_charge": [-0.198, -0.425, -0.311, -0.277, 0.741, 0.056, 0.086, 0.069, 0.085, 0.101, 0.072]
}